1.
Entry from the Open Molecules 2025 dataset: the molecule C3H4O2S in a non-equilibrium geometry (wB97M-V/def2-TZVPD).

The geometry in XYZ format:
```
10
Properties=species:S:1:pos:R:3:lowdin_charge:R:1
C -0.397 0.233 1.354 -0.05
S -1.591 0.177 -0.064 0.82
H 1.545 0.706 -1.295 0.09
H 1.035 -0.906 -1.238 0.07
O -2.188 -1.230 -0.284 -0.38
C 1.314 -0.105 -0.632 -0.07
O -2.340 1.381 -0.321 -0.33
H 2.312 -0.436 -0.065 0.15
C 0.183 0.148 0.167 -0.41
H 0.127 0.033 2.378 0.13
```

SMILES string	CC1=CS1(=O)=O
E_LUMO	0.4586	eV
HOMO	-10.0	eV
DFT total energy	-18101.5797	eV

2.
Entry from the Open Molecules 2025 dataset: the molecule C3H4O2S2 in a non-equilibrium geometry (wB97M-V/def2-TZVPD).

The geometry in XYZ format:
```
11
Properties=species:S:1:pos:R:3:lowdin_charge:R:1
H 1.574 0.875 1.571 0.17
H -2.745 -0.216 -0.152 -0.10
H 1.774 1.728 -0.135 0.14
H 2.474 -1.097 0.558 0.22
C -0.709 0.168 -0.069 -1.20
C 0.583 -0.345 -0.219 -0.60
S -1.817 -1.128 0.211 0.88
S -0.912 1.716 -0.129 0.84
O 2.965 -0.163 0.003 -0.15
C 1.764 0.570 0.351 -0.28
O 0.880 -1.468 -0.444 0.09
```

SMILES string	O=C(CO)C(=S)S
E_LUMO	-1.6706	eV
HOMO	-9.5	eV
DFT total energy	-28937.5298	eV

3.
Entry from the Open Molecules 2025 dataset: the molecule C3H4O2S2 in a non-equilibrium geometry (wB97M-V/def2-TZVPD).

The geometry in XYZ format:
```
11
Properties=species:S:1:pos:R:3:lowdin_charge:R:1
C 0.078 0.569 0.012 -0.75
S 0.177 2.170 -0.034 0.84
H 1.003 -1.030 -0.893 0.14
C 1.203 -0.420 -0.013 -0.30
S -2.652 0.820 -0.037 0.83
H 1.018 -1.176 0.809 0.16
H 2.638 0.814 0.423 0.06
H -3.473 -0.215 -0.081 -0.11
O 2.529 0.034 -0.116 -0.04
O -1.310 -1.390 -0.008 0.01
C -1.211 -0.175 -0.064 -0.83
```

SMILES string	O=C(S)C(=S)CO
E_LUMO	-1.6573	eV
HOMO	-9.5	eV
DFT total energy	-28940.1575	eV

4.
Entry from the Open Molecules 2025 dataset: the molecule C3H4O3 (wB97M-V/def2-TZVPD).

The geometry in XYZ format:
```
10
Properties=species:S:1:pos:R:3:lowdin_charge:R:1
C -0.725 0.982 0.233 0.08
C -0.025 0.222 1.143 -0.15
H 0.376 -1.890 -1.175 0.25
H -0.229 1.298 -0.688 0.10
C 0.669 -0.774 -0.766 -0.72
O 0.769 -0.747 0.767 0.06
O -0.661 -0.801 -0.930 0.04
H -0.127 0.307 2.222 0.14
O 1.538 -0.157 -1.358 0.10
H -1.585 1.561 0.552 0.09
```

E_LUMO (spin up / spin down)	-1.8371 / -2.1495	eV
HOMO (spin up / spin down)	-9.4 / -9.2	eV
DFT total energy	-9312.2858	eV

5.
Entry from the Open Molecules 2025 dataset: the molecule C3H4O3 (wB97M-V/def2-TZVPD).

The geometry in XYZ format:
```
10
Properties=species:S:1:pos:R:3:lowdin_charge:R:1
O 2.050 -1.089 -0.441 0.14
H 1.153 1.047 1.163 0.14
C -1.265 -0.360 -0.027 -0.17
H 1.054 1.543 -0.548 0.14
H -1.916 -0.281 -0.904 0.14
H -1.816 -0.770 0.826 0.14
O -0.726 0.900 0.297 -0.07
C 0.676 0.835 0.198 -0.08
O -0.195 -1.238 -0.336 0.07
C 0.985 -0.587 -0.228 -0.45
```

SMILES string	O=C1COCO1
E_LUMO	0.7603	eV
HOMO	-10.7	eV
DFT total energy	-9317.8368	eV

6.
Entry from the Open Molecules 2025 dataset: the molecule C3H4O3 in a non-equilibrium geometry (wB97M-V/def2-TZVPD).

The geometry in XYZ format:
```
10
Properties=species:S:1:pos:R:3:lowdin_charge:R:1
O -0.106 1.779 -0.061 0.05
C -1.035 0.958 -0.118 -0.12
O -1.583 -1.122 -0.350 0.15
H -2.101 1.439 -0.347 0.19
C -0.661 -0.409 -0.034 -0.43
H 0.682 -1.959 0.025 0.16
O 1.721 -0.097 -0.557 -0.13
C 0.677 -0.822 0.218 -0.18
H 1.279 0.794 -0.113 0.11
H 1.127 -0.559 1.337 0.19
```

SMILES string	O=CC(=O)CO
E_LUMO	-1.3835	eV
HOMO	-10.3	eV
DFT total energy	-9315.1389	eV

7.
Entry from the Open Molecules 2025 dataset: the molecule C3H4O3 (wB97M-V/def2-TZVPD).

The geometry in XYZ format:
```
10
Properties=species:S:1:pos:R:3:lowdin_charge:R:1
C 0.569 -0.198 -0.763 -0.33
O 0.765 -1.217 -1.649 0.06
C -0.052 -0.367 0.541 -0.29
H 0.697 -2.065 -1.189 0.11
H -0.396 -1.325 0.929 0.17
H -1.755 2.271 1.198 0.03
C -1.222 1.640 0.447 0.11
O -0.776 0.664 1.198 -0.07
O 1.328 -0.190 0.452 0.08
H 0.507 0.759 -1.269 0.14
```

E_LUMO	0.3591	eV
HOMO	-9.1	eV
DFT total energy	-9313.7382	eV

8.
Entry from the Open Molecules 2025 dataset: the ion C3H4O3P with charge -1 in a non-equilibrium geometry (wB97M-V/def2-TZVPD).

The geometry in XYZ format:
```
11
Properties=species:S:1:pos:R:3:lowdin_charge:R:1
C 0.696 0.205 -0.224 -0.33
P 3.405 -0.137 0.467 0.73
H 0.793 1.208 0.329 0.10
C -0.261 -0.784 0.315 -0.17
O 4.372 -0.671 -0.427 -0.47
O 2.065 -0.254 -0.443 -0.42
O -2.310 -1.872 0.297 -0.16
H -1.862 -0.439 -0.935 0.07
H 0.342 0.405 -1.231 0.09
C -1.475 -1.137 -0.230 -0.50
H -0.006 -1.328 1.226 0.07
```

SMILES string	O=POC/C=C/[O-]
total charge	-1
E_LUMO	3.3254	eV
HOMO	-2.6	eV
DFT total energy	-18607.5626	eV

9.
Entry from the Open Molecules 2025 dataset: the molecule C3H4O3S in a non-equilibrium geometry (wB97M-V/def2-TZVPD).

The geometry in XYZ format:
```
11
Properties=species:S:1:pos:R:3:lowdin_charge:R:1
H -0.452 -1.374 0.212 0.08
C -0.456 1.839 -0.604 -0.12
C 0.104 -0.462 0.357 -0.04
O -1.151 3.022 -0.317 -0.27
O -3.554 2.568 0.435 -0.38
H 0.063 1.786 -1.488 0.11
S -2.203 2.790 0.846 0.91
H 0.515 -0.546 1.458 0.14
O -1.565 1.326 1.400 -0.29
H 0.961 -0.477 -0.304 0.08
C -0.542 0.852 0.266 -0.23
```

E_LUMO	0.6860	eV
HOMO	-9.7	eV
DFT total energy	-20151.1918	eV

10.
Entry from the Open Molecules 2025 dataset: a structure of composition C3H4O3Sc in a non-equilibrium geometry (wB97M-V/def2-TZVPD).

The geometry in XYZ format:
```
11
Properties=species:S:1:pos:R:3:lowdin_charge:R:1
C -2.019 -0.124 -0.168 -0.31
Sc 0.572 1.053 0.009 1.29
H -1.552 -2.148 0.699 0.16
H 4.466 0.968 0.072 0.12
O -1.373 1.067 -0.335 -0.29
H -2.517 -0.506 -1.090 0.16
C -1.113 -1.229 0.272 -0.13
O 3.534 0.756 0.242 -0.06
O 0.102 -1.034 0.366 -0.04
H -2.833 -0.098 0.593 0.16
C 2.735 1.294 -0.660 -0.05
```

total charge	+1
E_LUMO (spin up / spin down)	-4.8649 / -4.8652	eV
HOMO (spin up / spin down)	-12.9 / -11.4	eV
DFT total energy	-30008.3296	eV

11.
Entry from the Open Molecules 2025 dataset: the molecule C3H4O4 in a non-equilibrium geometry (wB97M-V/def2-TZVPD).

The geometry in XYZ format:
```
11
Properties=species:S:1:pos:R:3:lowdin_charge:R:1
H 0.613 1.029 -0.047 0.10
H -2.155 -0.664 2.378 0.12
C 0.623 0.178 -0.695 0.04
H 0.745 0.547 -1.678 0.08
H 1.553 -0.327 -0.546 0.09
C -0.488 -0.679 -0.372 -0.42
O -1.787 -0.229 -0.089 0.13
O -0.491 -1.998 -0.896 0.05
O -1.331 -1.011 2.092 0.20
O -1.313 -2.499 0.196 0.08
C -1.254 -1.193 0.818 -0.49
```

SMILES string	C[C@@]12OO[C@]1(O)O2
E_LUMO	0.5735	eV
HOMO	-9.9	eV
DFT total energy	-11360.6437	eV

12.
Entry from the Open Molecules 2025 dataset: a cluster of 2 separate species, C3H4O4 in total in a non-equilibrium geometry (wB97M-V/def2-TZVPD).

The geometry in XYZ format:
```
11
Properties=species:S:1:pos:R:3:lowdin_charge:R:1
C 0.347 -0.156 -0.238 -0.40
C 1.773 0.115 0.074 0.07
H -2.710 -1.644 -0.555 0.02
O 1.030 -1.178 0.235 0.10
O -1.633 1.344 -0.013 0.13
C -1.005 0.240 -0.333 -0.34
O -0.427 -0.131 -1.478 0.18
H -2.552 1.343 -0.509 0.21
H 1.939 0.782 0.991 0.14
H 2.544 0.013 -0.708 0.13
O -2.254 -1.340 0.304 -0.24
```

E_LUMO	0.3422	eV
HOMO	-9.6	eV
DFT total energy	-11359.9238	eV

13.
Entry from the Open Molecules 2025 dataset: a structure of composition C3H4O4Sm in a non-equilibrium geometry (wB97M-V/def2-TZVPD).

The geometry in XYZ format:
```
12
Properties=species:S:1:pos:R:3:lowdin_spin:R:1
H 0.156 -0.087 -3.636 0.00
H 0.559 1.711 -2.362 0.00
O -0.831 -0.455 -1.827 0.00
C -0.321 -1.052 -0.775 0.01
H 2.355 -0.479 -2.194 0.00
C 1.407 -0.107 -1.806 0.00
Sm -1.193 -3.022 2.309 6.86
H 2.555 1.970 -1.958 0.00
O 0.949 -0.748 -0.625 0.01
C 0.217 0.123 -2.570 0.00
O 1.651 1.893 -1.639 0.00
O -0.993 -1.664 0.040 0.11
```

total charge	+1
E_LUMO (spin up / spin down)	-3.2942 / -3.6426	eV
HOMO (spin up / spin down)	-9.4 / -12.4	eV
DFT total energy	-29257.9416	eV
⟨S²⟩	15.755
2S+1	8

14.
Entry from the Open Molecules 2025 dataset: a structure of composition C3H4O4Tb in a non-equilibrium geometry (wB97M-V/def2-TZVPD).

The geometry in XYZ format:
```
12
Properties=species:S:1:pos:R:3:lowdin_spin:R:1
O 0.135 -1.145 -1.299 -0.17
H 0.466 0.952 -1.591 0.00
O 1.470 -2.274 -0.040 -0.19
O -0.588 -1.827 0.653 -0.03
O -1.995 2.866 1.241 0.03
H -2.554 3.253 1.913 0.01
H 2.757 -0.516 -1.113 -0.01
H 2.549 0.522 0.253 -0.01
C 0.242 -2.048 -0.262 -0.03
C 2.002 -0.144 -0.419 -0.14
C 0.730 0.096 -0.963 -0.23
Tb -1.194 0.941 1.080 6.78
```

total charge	+1
E_LUMO (spin up / spin down)	-7.3393 / -6.3713	eV
HOMO (spin up / spin down)	-13.8 / -12.4	eV
DFT total energy	-33787.7357	eV
⟨S²⟩	12.946
2S+1	7

15.
Entry from the Open Molecules 2025 dataset: the molecule C3H4OS in a non-equilibrium geometry (wB97M-V/def2-TZVPD).

The geometry in XYZ format:
```
9
Properties=species:S:1:pos:R:3:lowdin_charge:R:1
H -0.568 -1.129 -1.146 0.07
O -1.100 -0.369 1.378 0.06
H 0.552 0.233 -1.249 0.04
S 1.218 0.937 1.223 0.87
H 1.100 0.220 3.383 -0.06
H -1.331 0.334 -1.366 0.16
C -0.338 -0.034 0.545 -0.65
C 1.574 0.918 2.744 -0.41
C -0.350 -0.148 -0.890 -0.07
```

E_LUMO	-0.4893	eV
HOMO	-8.3	eV
DFT total energy	-16054.8193	eV

16.
Entry from the Open Molecules 2025 dataset: the molecule C3H4OS in a non-equilibrium geometry (wB97M-V/def2-TZVPD).

The geometry in XYZ format:
```
9
Properties=species:S:1:pos:R:3:lowdin_charge:R:1
H -0.117 0.455 1.354 0.11
C 1.173 0.426 -0.326 -0.66
H -0.462 -1.772 -0.010 0.13
C -1.041 -0.782 -0.020 -0.26
H 1.384 1.228 -1.072 0.06
H -0.803 1.373 0.027 0.13
C -0.194 0.464 0.274 -0.25
S 2.286 -0.726 -0.013 0.68
O -2.227 -0.666 -0.214 0.05
```

SMILES string	O=CCC=S
E_LUMO	-0.6877	eV
HOMO	-9.1	eV
DFT total energy	-16057.1878	eV

17.
Entry from the Open Molecules 2025 dataset: a cluster of 2 separate species, C3H4OS in total in a non-equilibrium geometry (wB97M-V/def2-TZVPD).

The geometry in XYZ format:
```
9
Properties=species:S:1:pos:R:3:lowdin_charge:R:1
C 0.884 0.862 -0.306 -0.01
H 1.819 1.029 0.268 0.07
H 0.707 1.538 -1.154 0.06
O -2.488 1.406 -2.800 -0.71
H -0.708 -1.866 0.156 0.02
C -0.768 -0.936 0.537 0.02
C 0.048 -0.004 0.156 -0.18
H -1.421 -0.828 1.293 0.02
S -3.569 0.489 -2.899 0.70
```

SMILES string	C=C=C.O=S
E_LUMO (spin up / spin down)	-1.3058 / -1.3056	eV
HOMO (spin up / spin down)	-9.1 / -9.1	eV
DFT total energy	-16054.2543	eV

18.
Entry from the Open Molecules 2025 dataset: the molecule C3H4OS in a non-equilibrium geometry (wB97M-V/def2-TZVPD).

The geometry in XYZ format:
```
9
Properties=species:S:1:pos:R:3:lowdin_charge:R:1
S 1.813 -0.914 1.823 0.67
O -1.643 1.223 -0.243 0.06
H -0.599 0.919 -1.895 0.13
H 0.950 -0.480 -0.982 0.13
C -0.742 0.658 -0.815 -0.29
H -0.439 -1.420 -0.417 0.12
H 0.096 0.698 1.672 0.07
C 0.052 -0.477 -0.287 -0.23
C 0.513 -0.208 1.144 -0.65
```

SMILES string	O=CCC=S
E_LUMO	-0.6048	eV
HOMO	-9.0	eV
DFT total energy	-16056.9516	eV

19.
Entry from the Open Molecules 2025 dataset: a structure of composition C3H4OS in a non-equilibrium geometry (wB97M-V/def2-TZVPD).

The geometry in XYZ format:
```
9
Properties=species:S:1:pos:R:3:lowdin_charge:R:1
H 1.874 0.797 0.759 0.12
H -1.764 -1.413 -0.046 0.12
O -1.491 -0.563 -1.781 0.00
C -1.175 -0.642 -0.605 -0.39
C 0.180 -0.256 -0.036 -0.83
H 0.136 1.061 1.483 0.15
H 0.614 1.777 -0.020 0.07
S 0.875 -1.636 -0.251 0.91
C 0.750 0.875 0.496 -0.14
```

E_LUMO	-0.5216	eV
HOMO	-9.1	eV
DFT total energy	-16056.1589	eV

20.
Entry from the Open Molecules 2025 dataset: a cluster of 2 separate species, C3H4P2 in total in a non-equilibrium geometry (wB97M-V/def2-TZVPD).

The geometry in XYZ format:
```
9
Properties=species:S:1:pos:R:3:lowdin_charge:R:1
H -0.405 -1.140 -1.757 0.01
P 1.518 -0.182 -0.752 0.76
C -0.362 0.259 1.330 -0.43
H -0.306 0.457 -2.265 0.03
H 0.461 1.708 2.195 0.14
H -1.215 0.171 1.962 0.00
C -0.066 0.217 -0.069 -0.86
C -0.142 -0.197 -1.493 -0.39
P 0.517 -1.291 0.850 0.72
```

E_LUMO (spin up / spin down)	-0.3317 / -0.3313	eV
HOMO (spin up / spin down)	-7.7 / -7.7	eV
DFT total energy	-21746.4325	eV